Record 1
C33H28CuFGeN8O4 | wB97M-V/def2-TZVPD

Values from the calculation:
E	-5830.6780	a.u.
LUMO level (spin up / spin down)	2.27 / 2.27	eV
2S+1	2
HOMO energy (spin up / spin down)	-1.82 / -4.41	eV
total charge	-1
frontier orbital gap (spin up / spin down)	4.1 / 6.7	eV
F_max	4.6	eV Å⁻¹
energy above the lowest of the compared OMol25 structures with the same formula, charge and spin	32.6	kcal/mol

Atoms and positions in Å:
Cu1 1.12064 -0.41595 1.18152
N1 2.79061 -0.23270 -1.51191
C1 3.46507 -0.97949 -0.60577
N2 4.57404 -1.61335 -0.93389
C2 5.15823 -2.44858 -0.07323
N3 6.27526 -3.09607 -0.47342
N4 4.72154 -2.58105 1.24353
C3 3.64258 -1.82884 1.50747
N5 2.92725 -1.10245 0.63070
C4 3.01978 -1.72880 2.83129
C5 3.44957 -2.56156 3.85507
C6 2.69837 -2.62197 5.01135
C7 1.54498 -1.79404 5.16959
C8 1.15750 -1.16865 4.03464
N6 1.83822 -1.14766 2.87763
H1 3.25390 0.01310 -2.37483
H2 2.09705 0.40899 -1.15794
H3 6.42100 -3.18812 -1.45609
H4 6.64926 -3.78814 0.14232
H5 4.45140 -3.05217 3.79635
H6 3.03708 -3.24958 5.81392
H7 0.98481 -1.85615 6.09740
H8 0.17631 -0.68752 3.99957
C9 -0.34312 0.74342 0.43999
Ge1 -2.15262 -0.13074 0.03419
C10 -3.28774 1.22444 -0.71652
C11 -3.98150 2.10678 0.15251
C12 -4.93622 3.00521 -0.43528
C13 -5.23726 2.97739 -1.79686
C14 -4.56657 2.12608 -2.63393
C15 -3.60063 1.27848 -2.09350
C16 -3.05633 -0.93361 1.53883
C17 -4.07929 -1.91938 1.30048
C18 -4.64216 -2.56478 2.29933
C19 -4.35511 -2.29579 3.66323
C20 -3.45177 -1.22705 3.89527
C21 -2.76434 -0.63761 2.83441
C22 -2.11550 -1.56477 -1.30484
C23 -0.89623 -2.23278 -1.47175
C24 -0.76055 -3.30561 -2.30715
C25 -1.81549 -3.62789 -3.20234
C26 -3.05785 -2.96873 -3.03430
C27 -3.20600 -1.97980 -2.07286
H9 -0.36798 1.62633 1.13736
H10 -3.81073 2.05140 1.20062
H11 -5.49418 3.58386 0.26078
H12 -6.00234 3.64377 -2.13831
H13 -4.72065 2.10329 -3.72713
H14 -3.10208 0.67244 -2.82099
H15 -4.50451 -2.13343 0.28598
H16 -5.33023 -3.38787 2.11514
H17 -4.84032 -2.85137 4.50075
H18 -3.50863 -0.77180 4.87811
H19 -1.97307 0.07414 3.05693
H20 -0.02988 -1.73943 -1.03628
H21 0.13061 -3.93206 -2.32047
H22 -1.78173 -4.46535 -3.88273
H23 -3.88754 -3.35127 -3.67042
H24 -4.14102 -1.41819 -1.94971
F1 3.64653 6.34780 -0.36056
C28 3.40734 5.38451 -1.22772
C29 2.24308 4.81648 -1.38932
N7 2.08532 3.62900 -2.12653
C30 0.74772 3.01094 -2.24645
C31 0.14765 2.63104 -0.90060
O1 -0.09377 1.29221 -0.88063
O2 -0.20121 3.39557 0.00296
C32 3.16171 2.91836 -2.62209
O3 3.05292 1.89968 -3.35111
N8 4.37517 3.55388 -2.52089
C33 4.63601 4.79146 -1.86431
O4 5.76156 5.26977 -1.84450
H25 1.30626 5.11895 -0.97134
H26 0.77508 2.16190 -2.92473
H27 -0.00578 3.74809 -2.65445
H28 5.17046 2.97344 -2.70153

Forces on the atoms, in the same order (eV/Å):
-0.719 0.663 -0.397
0.576 -0.117 -0.172
-0.806 -0.743 1.998
1.183 -0.261 -2.030
-2.180 1.186 3.221
0.049 -0.054 0.185
1.600 -0.283 -2.592
-1.165 0.640 2.177
0.526 0.736 -2.787
2.729 -2.150 -2.319
0.938 -0.542 2.123
0.918 0.295 -0.340
0.794 -1.405 0.354
-1.242 0.837 -0.441
-2.477 1.186 1.026
-0.101 -0.049 0.184
-0.137 -0.216 0.031
0.031 0.015 -0.276
0.001 -0.196 0.137
-1.195 0.214 -0.165
0.068 -0.195 0.344
-0.179 0.288 -0.335
0.320 0.112 -0.002
-1.025 -1.153 1.140
1.648 0.536 0.382
-1.519 0.911 -0.309
-0.748 0.308 -3.142
1.273 -1.889 0.886
-0.115 0.536 1.143
0.765 -0.409 -0.540
-0.096 0.489 0.383
-1.220 -1.315 -0.926
1.242 2.202 -2.886
-1.416 -2.529 3.578
0.824 1.232 -0.343
-1.942 -1.223 0.393
0.355 0.436 0.863
0.655 -0.214 -0.375
-0.015 1.336 0.332
-0.661 -1.267 -1.888
-0.641 0.549 1.937
0.405 -1.121 -0.843
-0.230 0.668 0.147
-0.669 -1.051 -0.519
0.021 0.192 0.729
-0.459 0.754 0.182
-0.315 0.244 -0.351
-0.118 0.092 0.724
0.457 -0.585 0.024
0.958 0.296 0.827
-0.103 0.208 -0.185
0.371 0.671 -0.883
0.883 -0.218 0.159
-0.165 0.138 -0.019
0.133 -0.640 0.480
0.079 0.469 -0.110
0.306 -0.017 -0.096
0.477 0.715 0.580
0.156 -0.516 -0.177
-0.144 0.915 0.144
2.616 -0.832 -0.506
-1.675 -1.759 -0.709
0.036 -0.401 0.049
-1.079 1.473 -0.062
-1.654 -1.245 1.029
1.573 2.281 -0.552
1.368 -0.580 -1.765
-0.670 -1.104 -2.912
0.116 1.904 2.054
-0.137 1.230 1.443
0.478 -0.070 -0.037
-1.502 -0.585 0.117
-0.158 0.457 0.516
0.311 0.052 0.226
1.049 -0.447 0.141
0.389 -0.088 -0.401

=====

Record 2
C33H28F6NO | wB97M-V/def2-TZVPD

Values from the calculation:
E	-2003.1849	a.u.
LUMO level	-6.24	eV
HOMO energy	-9.54	eV
total charge	+1
frontier orbital gap	3.3	eV
F_max	2.2	eV Å⁻¹

Atoms and positions in Å:
F1 2.55681 3.78577 -3.85304
C1 1.97493 4.31151 -2.72770
F2 2.46314 5.57591 -2.57883
F3 0.63403 4.43020 -3.00298
C2 2.23278 3.43815 -1.53693
C3 2.76402 3.96889 -0.36011
C4 3.13832 3.10621 0.65520
C5 2.91305 1.69598 0.57370
C6 3.16821 0.82641 1.67695
C7 3.06804 -0.59695 1.66195
C8 3.32587 -1.43441 0.53443
C9 2.99181 -2.78586 0.57019
C10 2.46608 -3.33470 1.74341
C11 2.04921 -4.77297 1.83052
F4 2.43305 -5.33145 3.02517
F5 0.67988 -4.90818 1.75945
F6 2.57401 -5.54587 0.84065
C12 2.24971 -2.55599 2.87546
C13 2.64575 -1.23567 2.86385
C14 2.26556 1.22922 -0.61143
C15 1.91563 2.08424 -1.63939
H1 2.86129 5.04807 -0.23838
H2 3.58926 3.53057 1.55092
H3 3.08041 1.27912 2.67097
H4 3.75986 -0.99920 -0.36954
H5 3.08406 -3.41316 -0.31557
H6 1.74155 -2.98160 3.73926
H7 2.54682 -0.64281 3.77557
H8 1.98147 0.17894 -0.68583
H9 1.36646 1.70685 -2.50237
C16 6.00757 -1.09442 5.75464
C17 6.56600 0.18700 5.73957
C18 7.00975 0.72928 4.54432
C19 6.70537 0.12315 3.28875
C20 6.95156 0.80723 2.04537
C21 7.28381 2.17533 1.98811
N1 8.23297 2.65553 1.12755
C22 9.30976 1.73399 0.75278
C23 10.33307 2.37347 -0.18174
O1 9.69492 3.28513 -1.08288
C24 9.23995 4.41082 -0.33772
C25 8.15121 4.04534 0.65348
C26 6.58913 3.12944 2.88181
C27 5.24427 2.88283 3.14730
C28 4.50321 3.66788 4.01555
C29 5.11171 4.78280 4.60466
C30 6.46753 5.04162 4.37421
C31 7.21875 4.19771 3.55510
C32 6.16723 -1.19260 3.33687
C33 5.85794 -1.79593 4.54997
H10 5.66618 -1.51478 6.69454
H11 6.66981 0.77190 6.65630
H12 7.53420 1.68624 4.55480
H13 7.06026 0.19394 1.15535
H14 9.82492 1.38873 1.66661
H15 8.88249 0.84679 0.25876
H16 11.09890 2.88398 0.44058
H17 10.78813 1.61139 -0.82960
H18 10.07237 4.86182 0.22899
H19 8.85319 5.11523 -1.07655
H20 7.16124 4.21763 0.20064
H21 8.23404 4.73742 1.49650
H22 4.80500 2.03626 2.63140
H23 3.45844 3.43012 4.21610
H24 4.52278 5.43782 5.24896
H25 6.94516 5.91567 4.82025
H26 8.29299 4.35647 3.44646
H27 5.94413 -1.69920 2.39417
H28 5.46305 -2.81271 4.56760

Forces on the atoms, in the same order (eV/Å):
-0.509 0.403 1.199
-0.589 1.178 -1.643
-0.407 -1.233 0.029
1.331 -0.238 0.427
-0.048 -0.074 0.257
0.111 -0.210 -0.097
-0.357 -0.207 0.544
0.057 0.667 -0.958
-1.283 -0.386 -0.109
0.708 -0.651 0.220
-0.398 0.085 -0.070
0.146 0.291 -0.055
-0.271 0.411 -0.013
-0.687 -2.045 0.139
-0.347 0.717 -1.232
1.484 0.363 0.068
-0.393 0.874 0.814
0.062 0.012 0.031
-0.240 0.712 0.049
0.031 -0.352 0.216
0.141 -0.143 0.177
0.217 -0.365 -0.128
-0.137 -0.165 -0.223
0.428 -0.131 -0.308
-0.136 -0.228 0.320
0.244 0.172 0.267
0.424 0.057 -0.070
-0.041 -0.096 -0.295
-0.019 0.411 0.044
0.310 0.110 0.150
-0.176 0.148 -0.296
0.151 -0.232 -0.152
-0.340 0.062 -0.562
-0.429 -0.642 1.386
0.583 1.169 -0.294
0.016 -1.015 -0.251
-0.373 -0.014 0.435
-0.024 -0.506 -0.458
-0.213 0.258 -0.294
0.296 0.116 0.865
0.359 -0.356 -0.337
-0.468 0.089 0.009
0.082 0.407 0.663
-0.017 0.185 -0.040
0.333 0.346 0.082
-0.089 -0.138 0.005
-0.021 -0.104 -0.122
-0.404 -0.153 -0.161
-0.001 0.731 -0.195
-0.066 0.116 0.400
0.117 -0.111 -0.131
0.107 -0.345 -0.209
-0.214 -0.372 0.069
0.447 0.067 0.126
-0.280 0.029 -0.256
0.167 0.367 0.104
-0.179 -0.052 -0.582
0.045 0.215 0.476
0.017 -0.077 -0.414
0.125 0.079 0.240
0.220 -0.232 0.112
-0.097 -0.075 -0.298
0.280 0.225 0.232
0.195 0.135 0.001
0.248 -0.158 -0.173
-0.160 -0.332 0.004
-0.328 -0.026 0.052
0.184 0.003 0.249
0.076 0.254 -0.034

=====

Question: The highest total charge belongs to which entry?
Answer: C33H28F6NO